No. 1
This record from the OMol25 dataset describes a cluster of 12 separate species, C33H36F9N3O27 in total in a non-equilibrium geometry. The level of theory is wB97M-V/def2-TZVPD.

The value obtained for the HOMO-LUMO gap is 11.2 eV. The value obtained for the HOMO energy is -11.03 eV. The calculation puts the electronic energy at -119015.4918 eV. As for the SMILES: O=C1OC[C@@H](F)O1.O=C1OC[C@@H](F)O1.O=C1OC[C@@H](F)O1.O=C1OC[C@@H](F)O1.O=C1OC[C@@H](F)O1.O=C1OC[C@@H](F)O1.O=C1OC[C@@H](F)O1.O=C1OC[C@@H](F)O1.O=C1OC[C@@H](F)O1.CC#N.CC#N.CC#N. The calculation puts the maximum force at 3.9 eV/Å.

Each line ends with the Löwdin charge.
Atoms and positions in Å:
1 C 13.494 15.898 10.733  -0.069
2 C 14.755 16.723 11.035  -0.260
3 O 15.373 15.888 11.989  0.125
4 C 14.383 15.236 12.702  -0.522
5 O 14.485 14.762 13.750  0.225
6 O 13.254 15.242 11.947  0.073
7 F 14.424 17.848 11.761  0.057
8 H 13.757 15.346 9.852  0.135
9 H 12.629 16.440 10.529  0.118
10 H 15.414 16.883 10.161  0.179
11 C 8.910 10.535 15.087  -0.013
12 C 7.998 11.505 15.761  -0.293
13 O 8.876 12.492 16.254  0.095
14 C 10.204 12.112 16.183  -0.552
15 O 11.122 12.739 16.618  0.177
16 O 10.207 10.873 15.695  0.058
17 F 7.385 10.948 16.853  0.065
18 H 8.928 10.607 13.999  0.139
19 H 8.683 9.521 15.363  0.110
20 H 7.248 11.949 15.145  0.162
21 C 11.987 7.754 13.925  -0.045
22 C 12.382 6.640 14.871  -0.292
23 O 11.149 6.186 15.281  0.134
24 C 10.185 7.112 15.095  -0.528
25 O 9.091 7.150 15.599  0.143
26 O 10.697 8.150 14.388  0.075
27 F 12.928 7.298 15.942  0.046
28 H 11.970 7.424 12.885  0.144
29 H 12.727 8.569 14.061  0.128
30 H 12.970 5.753 14.607  0.175
31 C 17.784 10.529 10.494  -0.064
32 C 18.672 11.734 10.686  -0.265
33 O 18.311 12.608 9.620  0.145
34 C 17.707 11.888 8.658  -0.561
35 O 17.332 12.326 7.622  0.161
36 O 17.465 10.628 9.101  0.063
37 F 19.969 11.324 10.507  0.058
38 H 16.861 10.535 11.028  0.099
39 H 18.358 9.621 10.688  0.131
40 H 18.612 12.243 11.616  0.145
41 C 9.696 14.506 14.106  -0.045
42 C 9.409 15.431 12.946  -0.286
43 O 8.990 14.502 11.926  0.144
44 C 9.363 13.247 12.226  -0.552
45 O 9.104 12.265 11.642  0.195
46 O 9.892 13.229 13.487  0.023
47 F 10.483 16.053 12.459  0.103
48 H 8.743 14.442 14.599  0.132
49 H 10.604 14.709 14.662  0.147
50 H 8.597 16.081 13.281  0.172
51 C 12.891 12.388 14.009  -0.047
52 C 13.921 11.827 14.924  -0.286
53 O 15.105 12.058 14.272  0.105
54 C 14.859 12.260 12.936  -0.579
55 O 15.757 12.326 12.141  0.161
56 O 13.587 12.256 12.758  0.118
57 F 13.766 10.435 14.959  0.035
58 H 12.617 13.437 14.287  0.137
59 H 11.993 11.739 14.011  0.139
60 H 13.871 12.414 15.838  0.172
61 C 13.054 9.491 8.178  -0.039
62 C 13.987 10.690 8.468  -0.286
63 O 14.414 10.448 9.814  0.134
64 C 13.940 9.300 10.293  -0.576
65 O 14.089 8.874 11.380  0.180
66 O 13.123 8.734 9.383  0.066
67 F 13.343 11.842 8.564  0.094
68 H 13.434 8.847 7.364  0.138
69 H 12.005 9.795 7.908  0.154
70 H 14.744 10.794 7.714  0.158
71 C 15.753 8.394 15.232  -0.024
72 C 16.397 7.045 15.026  -0.239
73 O 17.516 7.316 14.221  0.143
74 C 17.504 8.616 13.788  -0.558
75 O 18.185 9.103 12.965  0.172
76 O 16.552 9.298 14.395  0.064
77 F 15.499 6.233 14.287  0.014
78 H 15.912 8.790 16.274  0.143
79 H 14.707 8.541 15.056  0.084
80 H 16.663 6.539 15.962  0.173
81 C 16.990 13.996 19.643  -0.024
82 C 18.327 14.372 18.892  -0.273
83 O 17.852 14.756 17.637  0.093
84 C 16.674 14.063 17.372  -0.559
85 O 16.152 14.022 16.329  0.196
86 O 16.223 13.529 18.522  0.050
87 F 19.145 13.262 18.686  0.035
88 H 16.544 14.920 20.148  0.157
89 H 17.078 13.150 20.326  0.117
90 H 18.887 15.246 19.221  0.161
91 C 16.424 9.526 19.758  -0.067
92 C 16.654 10.192 21.064  -0.276
93 N 16.870 10.700 22.070  0.110
94 H 16.895 8.543 19.735  0.081
95 H 16.786 10.151 18.947  0.018
96 H 15.356 9.476 19.640  0.054
97 C 10.386 8.223 18.239  -0.037
98 C 11.700 8.959 18.159  -0.267
99 N 12.669 9.541 18.178  0.147
100 H 9.643 8.797 17.670  0.065
101 H 10.105 8.152 19.349  0.113
102 H 10.474 7.222 17.849  0.059
103 C 18.423 11.829 14.672  -0.040
104 C 17.940 11.394 15.962  -0.247
105 N 17.532 10.917 16.918  0.195
106 H 18.817 12.801 14.870  0.081
107 H 17.682 12.015 13.876  0.075
108 H 19.099 11.065 14.246  0.095

No. 2
This record from the OMol25 dataset describes a structure of composition C33H36N2O8P2SZr in a non-equilibrium geometry. The level of theory is wB97M-V/def2-TZVPD.

The value obtained for the HOMO-LUMO gap is 7.5 eV. The value obtained for the HOMO energy is -7.76 eV. The calculation puts the electronic energy at -84869.5958 eV. The value obtained for the relative energy (zero: lowest compared OMol25 entry of this formula, charge and spin) is 7.2 kJ/mol. The calculation puts the maximum force at 1.0 eV/Å.

Each line ends with the Löwdin charge.
Atoms and positions in Å:
1 Zr 0.764 -0.330 -0.994  1.813
2 C -2.397 2.341 5.158  -0.048
3 C -2.702 1.583 3.859  -0.554
4 C -4.141 1.051 3.906  -0.045
5 C -2.583 2.562 2.693  -0.057
6 C -1.744 0.399 3.716  -0.158
7 C -1.699 -0.576 4.733  -0.036
8 C -0.897 -1.690 4.637  -0.076
9 C -0.119 -1.845 3.490  -0.466
10 S 0.885 -3.173 3.038  1.135
11 C 1.233 -2.374 1.544  -0.517
12 N 0.696 -1.203 1.387  0.028
13 C -0.125 -0.887 2.483  -0.251
14 C -0.940 0.241 2.604  0.054
15 C 1.950 -3.059 0.456  -0.275
16 C 2.634 -4.247 0.703  -0.068
17 C 3.189 -4.946 -0.356  -0.086
18 C 3.038 -4.447 -1.643  -0.086
19 C 2.375 -3.243 -1.861  -0.137
20 C 1.810 -2.492 -0.819  -0.180
21 H -3.056 3.209 5.246  0.084
22 H -1.364 2.694 5.167  0.092
23 H -2.548 1.716 6.040  0.074
24 H -4.847 1.880 4.001  0.085
25 H -4.296 0.379 4.752  0.077
26 H -4.382 0.503 2.992  0.083
27 H -3.287 3.384 2.839  0.091
28 H -2.807 2.099 1.729  0.086
29 H -1.581 2.989 2.622  0.081
30 H -2.322 -0.462 5.612  0.107
31 H -0.890 -2.434 5.423  0.108
32 H -0.949 0.955 1.797  0.072
33 H 2.737 -4.628 1.713  0.088
34 H 3.729 -5.867 -0.179  0.101
35 H 3.451 -4.992 -2.484  0.099
36 H 2.315 -2.865 -2.873  0.072
37 N 3.887 2.756 -1.530  0.185
38 C 4.105 1.293 -1.911  -0.489
39 C 5.495 1.104 -2.498  -0.069
40 P 3.950 0.489 -0.228  0.341
41 O 4.574 -0.946 -0.375  -0.084
42 O 4.752 1.383 0.635  -0.272
43 O 2.443 0.422 0.011  -0.434
44 P 2.733 0.819 -3.016  0.292
45 O 3.115 1.646 -4.337  -0.112
46 O 2.694 -0.651 -3.191  -0.278
47 O 1.504 1.408 -2.348  -0.379
48 H 4.351 2.883 -0.610  0.137
49 H 2.877 2.928 -1.419  0.143
50 H 4.262 3.390 -2.233  0.161
51 H 6.271 1.263 -1.748  0.090
52 H 5.656 1.780 -3.341  0.081
53 H 5.583 0.083 -2.866  0.093
54 H 3.929 -1.624 -0.662  0.063
55 H 2.794 1.229 -5.149  0.095
56 C -1.112 -2.050 -4.668  0.013
57 C -1.152 -1.497 -3.278  -0.317
58 O -0.122 -0.908 -2.882  -0.109
59 C -2.324 -1.592 -2.455  -0.105
60 C -3.587 -1.868 -3.022  -0.030
61 C -4.718 -1.856 -2.251  -0.086
62 C -4.599 -1.584 -0.873  -0.060
63 C -3.383 -1.349 -0.287  0.012
64 C -2.206 -1.360 -1.065  -0.325
65 O -1.054 -1.201 -0.491  -0.216
66 H -0.087 -2.026 -5.026  0.091
67 H -1.735 -1.441 -5.328  0.098
68 H -1.503 -3.067 -4.691  0.098
69 H -3.664 -2.060 -4.085  0.109
70 H -5.688 -2.043 -2.690  0.099
71 H -5.492 -1.565 -0.258  0.107
72 H -3.282 -1.154 0.774  0.116
73 C -1.370 4.253 -0.358  -0.112
74 C -0.233 3.949 0.385  -0.120
75 C 0.263 2.651 0.394  -0.172
76 C -0.339 1.605 -0.323  -0.274
77 C -1.478 1.950 -1.053  -0.135
78 C -1.994 3.244 -1.076  -0.099
79 H -1.766 5.261 -0.371  0.094
80 H 0.258 4.723 0.966  0.096
81 H 1.151 2.445 0.987  0.091
82 H -2.005 1.198 -1.637  0.087
83 H -2.882 3.462 -1.659  0.097

No. 3
This record from the OMol25 dataset describes a structure of composition C33H37BBaN5O2P2S2 in a non-equilibrium geometry. The level of theory is wB97M-V/def2-TZVPD.

The value obtained for the HOMO-LUMO gap is 6.9 eV. The value obtained for the HOMO energy is -9.27 eV. The calculation puts the electronic energy at -87988.6478 eV. The total charge is +1. The value obtained for the relative energy (zero: lowest compared OMol25 entry of this formula, charge and spin) is 21.6 kJ/mol. The calculation puts the maximum force at 1.6 eV/Å.

Each line ends with the Löwdin charge.
Atoms and positions in Å:
1 Ba 0.186 0.316 -0.198  1.668
2 C -2.890 -1.028 -2.655  -0.055
3 N -2.422 -2.271 -2.084  -0.132
4 C -3.220 -3.254 -1.517  -0.045
5 C -2.387 -4.245 -1.146  -0.063
6 N -1.099 -3.885 -1.480  -0.024
7 B 0.126 -4.824 -1.254  -0.446
8 N 1.305 -4.067 -0.544  -0.015
9 C 2.621 -4.310 -0.880  -0.058
10 C 3.415 -3.648 -0.016  -0.043
11 N 2.567 -2.983 0.858  -0.136
12 C 2.977 -2.193 1.998  -0.044
13 C 1.277 -3.249 0.515  -0.759
14 S -0.090 -2.609 1.335  0.528
15 C -1.123 -2.674 -2.051  -0.784
16 S 0.190 -1.758 -2.664  0.488
17 H -3.968 -1.088 -2.788  0.094
18 H -2.404 -0.858 -3.615  0.078
19 H -2.668 -0.175 -2.007  0.060
20 H -4.288 -3.154 -1.448  0.116
21 H -2.586 -5.185 -0.663  0.122
22 H -0.250 -5.726 -0.543  0.077
23 H 0.552 -5.218 -2.314  0.075
24 H 2.865 -4.942 -1.715  0.123
25 H 4.485 -3.593 0.077  0.117
26 H 4.057 -2.266 2.101  0.093
27 H 2.496 -2.559 2.902  0.088
28 H 2.707 -1.143 1.876  0.065
29 O 0.228 2.707 0.585  -0.595
30 P -0.225 4.012 0.004  0.727
31 C 0.586 4.283 -1.604  -0.267
32 P 0.148 3.042 -2.878  0.747
33 O -0.125 1.749 -2.171  -0.637
34 C -1.297 3.652 -3.741  -0.304
35 C -1.370 4.950 -4.245  -0.096
36 C -2.527 5.380 -4.875  -0.062
37 C -3.607 4.513 -5.004  -0.062
38 C -3.531 3.219 -4.511  -0.058
39 C -2.375 2.784 -3.878  -0.054
40 C 1.526 2.927 -4.005  -0.272
41 C 2.759 2.509 -3.502  -0.077
42 C 3.833 2.331 -4.355  -0.059
43 C 3.680 2.572 -5.717  -0.054
44 C 2.458 2.988 -6.222  -0.055
45 C 1.377 3.164 -5.368  -0.057
46 C 0.160 5.441 0.997  -0.279
47 C -0.862 6.224 1.533  -0.063
48 C -0.550 7.308 2.343  -0.059
49 C 0.776 7.607 2.620  -0.057
50 C 1.797 6.824 2.094  -0.063
51 C 1.492 5.742 1.286  -0.073
52 C -1.998 3.948 -0.320  -0.289
53 C -2.661 4.878 -1.117  -0.088
54 C -4.008 4.718 -1.399  -0.063
55 C -4.700 3.628 -0.885  -0.054
56 C -4.050 2.707 -0.076  -0.056
57 C -2.701 2.867 0.209  -0.077
58 H 1.663 4.235 -1.421  0.073
59 H 0.371 5.296 -1.957  0.079
60 H -0.528 5.629 -4.157  0.116
61 H -2.584 6.386 -5.270  0.113
62 H -4.509 4.851 -5.500  0.114
63 H -4.371 2.545 -4.620  0.115
64 H -2.301 1.778 -3.483  0.094
65 H 2.883 2.309 -2.443  0.107
66 H 4.785 1.998 -3.965  0.113
67 H 4.519 2.429 -6.385  0.114
68 H 2.339 3.168 -7.282  0.114
69 H 0.422 3.471 -5.772  0.105
70 H -1.898 5.991 1.329  0.104
71 H -1.345 7.911 2.759  0.113
72 H 1.017 8.451 3.253  0.114
73 H 2.829 7.054 2.317  0.112
74 H 2.296 5.128 0.896  0.110
75 H -2.130 5.726 -1.532  0.116
76 H -4.516 5.440 -2.024  0.115
77 H -5.752 3.502 -1.109  0.115
78 H -4.593 1.868 0.340  0.114
79 H -2.196 2.174 0.869  0.083
80 N -0.293 0.383 2.734  -0.069
81 H 0.432 0.803 3.306  0.030
82 H -0.253 -0.628 2.846  -0.073
83 H -1.164 0.706 3.144  0.029

No. 4
This record from the OMol25 dataset describes a structure of composition C33H37BrN6O3S8SbSc in a non-equilibrium geometry. The level of theory is wB97M-V/def2-TZVPD.

The value obtained for the HOMO-LUMO gap is 4.7 eV. The value obtained for the HOMO energy is -2.01 eV. The calculation puts the electronic energy at -233868.2907 eV. The total charge is -2. The value obtained for the relative energy (zero: lowest compared OMol25 entry of this formula, charge and spin) is 238.9 kJ/mol. The calculation puts the maximum force at 5.0 eV/Å.

Each line ends with the Löwdin charge.
Atoms and positions in Å:
1 Sc 18.064 14.191 11.878  0.337
2 S 17.330 13.408 14.232  0.554
3 C 18.573 14.555 14.695  -1.172
4 S 19.875 14.962 13.688  0.557
5 C 18.342 15.197 15.931  -0.425
6 C 17.045 15.560 16.349  -0.294
7 N 15.968 15.840 16.755  0.114
8 C 19.396 15.830 16.689  -0.264
9 N 20.077 16.372 17.447  0.112
10 S 22.113 12.823 6.682  0.449
11 C 20.933 12.567 7.792  -1.475
12 S 19.197 12.756 7.366  0.833
13 C 18.547 12.842 8.986  -1.228
14 C 19.456 12.210 9.970  -1.209
15 S 19.095 11.714 11.589  0.387
16 S 21.100 12.211 9.504  0.829
17 S 17.154 13.653 9.453  0.504
18 Br 20.138 15.962 10.215  0.803
19 C 18.716 17.078 10.994  -0.643
20 C 18.670 18.434 10.744  -0.104
21 C 17.819 19.251 11.479  -0.038
22 C 16.923 18.646 12.362  -0.039
23 C 16.931 17.301 12.462  -0.087
24 N 17.835 16.487 11.818  -0.060
25 H 19.254 18.899 9.905  0.126
26 H 17.890 20.323 11.315  0.114
27 H 16.291 19.277 12.953  0.114
28 H 16.221 16.763 13.050  0.116
29 C 19.640 6.240 10.999  -0.136
30 C 19.812 7.731 10.699  -0.714
31 C 21.133 8.316 11.114  -0.137
32 C 19.678 7.982 9.196  -0.133
33 Sb 18.147 8.885 11.687  1.561
34 C 16.104 8.645 10.685  -0.723
35 C 16.051 9.762 9.700  -0.139
36 C 16.102 7.241 10.078  -0.145
37 C 15.097 8.767 11.794  -0.138
38 C 18.193 8.263 13.949  -0.681
39 C 19.420 9.068 14.381  -0.131
40 C 16.918 8.649 14.636  -0.134
41 C 18.408 6.770 13.922  -0.153
42 H 19.987 5.678 10.141  0.060
43 H 18.625 5.882 11.188  0.053
44 H 20.355 5.937 11.792  0.078
45 H 21.966 7.865 10.538  0.094
46 H 21.293 8.021 12.158  0.058
47 H 21.103 9.416 10.966  0.054
48 H 20.281 7.275 8.645  0.065
49 H 19.998 9.010 8.874  0.093
50 H 18.646 7.750 8.839  0.058
51 H 16.859 9.671 8.950  0.087
52 H 16.203 10.702 10.207  0.038
53 H 15.074 9.825 9.252  0.083
54 H 16.870 7.048 9.335  0.046
55 H 15.091 6.954 9.642  0.092
56 H 16.284 6.514 10.869  0.054
57 H 15.002 9.797 12.225  0.083
58 H 15.241 8.114 12.638  0.038
59 H 14.091 8.540 11.339  0.097
60 H 19.246 10.151 14.209  0.063
61 H 20.311 8.783 13.822  0.051
62 H 19.564 8.951 15.452  0.078
63 H 16.632 9.698 14.470  0.078
64 H 17.122 8.544 15.739  0.095
65 H 16.090 7.955 14.421  0.065
66 H 19.334 6.475 13.592  0.016
67 H 17.617 6.283 13.319  0.074
68 H 18.303 6.349 14.966  0.092
69 O 7.196 15.993 10.644  -0.383
70 S 8.330 16.553 11.372  0.413
71 O 9.207 17.401 10.600  -0.354
72 O 8.234 16.902 12.781  -0.363
73 C 8.945 14.918 11.804  -0.422
74 N 8.174 14.034 12.399  0.140
75 C 8.832 12.892 12.594  -0.119
76 C 10.198 12.690 12.392  0.005
77 C 10.870 13.805 11.908  -0.221
78 N 10.198 14.882 11.497  0.137
79 C 12.331 13.928 11.767  -0.139
80 C 13.211 12.968 12.204  -0.008
81 C 14.571 13.216 12.110  -0.163
82 N 15.048 14.405 11.718  0.001
83 C 14.197 15.342 11.221  -0.107
84 C 12.808 15.142 11.206  0.036
85 H 8.162 12.132 12.930  0.093
86 H 10.740 11.752 12.492  0.098
87 H 12.924 11.991 12.569  0.105
88 H 15.336 12.471 12.401  0.079
89 H 14.658 16.242 10.856  0.096
90 H 12.072 15.842 10.771  0.123

Q: Among the records above, which one has the lowest HOMO?
A: C33H36F9N3O27

Q: Number 3 is which compound?
A: C33H37BBaN5O2P2S2

Q: Look up the HOMO of the third one.
A: -9.27 eV

Q: What is the formula in the first record?
A: C33H36F9N3O27